No. 1
35
Properties=species:S:1:pos:R:3 method="wB97M-V/def2-TZVPD" s_squared=6.280 energy_ha=-2268.6912 total_charge=+1 e_homo_ev="-12.45 / -12.78" multiplicity=5
Mn -0.18 -0.25 0.22
O -1.39 -1.23 4.28
C -1.06 -0.78 3.09
O -0.56 -1.46 2.21
C -1.33 0.67 2.87
C -1.84 1.57 3.78
C -1.97 2.90 3.36
C -1.59 3.27 2.09
C -1.08 2.30 1.24
N -0.98 1.04 1.64
C -0.58 2.54 -0.18
O -0.60 3.65 -0.65
O -0.13 1.45 -0.74
H -1.20 -2.18 4.34
H -2.12 1.26 4.77
H -2.37 3.63 4.05
H -1.66 4.29 1.74
C 2.11 -1.12 -3.83
C 1.48 -1.18 -2.48
N 1.92 -0.71 -1.38
O 3.10 -0.01 -1.34
C 0.13 -1.79 -2.33
C -0.52 -2.74 -3.28
N -0.44 -1.42 -1.25
O -1.52 -1.67 -0.63
H 3.12 -0.71 -3.82
H 1.51 -0.52 -4.51
H 2.19 -2.13 -4.24
H 3.37 0.26 -2.23
H 0.04 -2.82 -4.21
H -1.53 -2.40 -3.50
H -0.60 -3.73 -2.83
O 1.73 0.10 1.38
H 2.32 0.63 0.81
H 2.23 -0.70 1.56

No. 2
27
Properties=species:S:1:pos:R:3 method="wB97M-V/def2-TZVPD" smiles="CC(C)=C1[NH+]=NOc2c(C)cccc21" energy_ha=-611.2667 total_charge=+1 e_homo_ev="-12.73 / -12.73"
C -1.93 2.06 0.56
C -0.62 1.44 0.62
C -3.09 1.38 0.13
C -0.50 0.04 0.43
C -2.95 0.11 -0.19
C -1.73 -0.58 0.04
C 0.91 -0.62 0.28
C 2.17 -0.37 -0.05
C -4.00 -0.76 -0.76
C 3.21 -1.39 -0.25
C 2.66 1.03 -0.20
N -0.97 -2.83 0.28
N 0.21 -2.24 0.35
O -1.89 -1.95 0.08
H -1.83 3.10 0.91
H 0.20 1.96 1.04
H -4.08 1.81 0.08
H -3.81 -1.10 -1.79
H -4.28 -1.57 -0.21
H -4.82 -0.09 -0.86
H 4.17 -1.00 0.26
H 3.43 -1.45 -1.35
H 2.84 -2.31 0.19
H 3.22 1.06 -1.19
H 3.36 1.19 0.57
H 1.89 1.73 -0.20
H 0.99 -2.87 0.57

Please write out number 2 again, unchanged.
27
Properties=species:S:1:pos:R:3 method="wB97M-V/def2-TZVPD" smiles="CC(C)=C1[NH+]=NOc2c(C)cccc21" energy_ha=-611.2667 total_charge=+1 e_homo_ev="-12.73 / -12.73"
C -1.93 2.06 0.56
C -0.62 1.44 0.62
C -3.09 1.38 0.13
C -0.50 0.04 0.43
C -2.95 0.11 -0.19
C -1.73 -0.58 0.04
C 0.91 -0.62 0.28
C 2.17 -0.37 -0.05
C -4.00 -0.76 -0.76
C 3.21 -1.39 -0.25
C 2.66 1.03 -0.20
N -0.97 -2.83 0.28
N 0.21 -2.24 0.35
O -1.89 -1.95 0.08
H -1.83 3.10 0.91
H 0.20 1.96 1.04
H -4.08 1.81 0.08
H -3.81 -1.10 -1.79
H -4.28 -1.57 -0.21
H -4.82 -0.09 -0.86
H 4.17 -1.00 0.26
H 3.43 -1.45 -1.35
H 2.84 -2.31 0.19
H 3.22 1.06 -1.19
H 3.36 1.19 0.57
H 1.89 1.73 -0.20
H 0.99 -2.87 0.57